Entry 1:
Density functional theory data (ωB97M-V/def2-TZVPD) for C20H28Cl2N2O6Tm as an isolated structure.

The total charge is -1. The expectation value of S² is 2.002. The largest force on an atom is 4.75 eV Å⁻¹. The multiplicity is 3. The value obtained for the highest occupied orbital energy (spin up / spin down) is -4.442 / -4.474 eV. The value obtained for the orbital gap (spin up / spin down) is 7.089 / 7.121 eV. For the total energy, the calculation gives -91029.03026 eV.

Geometry (Å):
Tm1 -1.00 -0.02 0.57
Cl1 1.27 -0.14 -0.64
N1 0.01 2.34 0.34
N2 -0.18 -2.45 0.67
C1 -0.93 3.07 -0.18
C2 -0.87 -3.14 -0.20
C3 1.12 3.25 0.76
C4 0.41 4.61 0.78
C5 2.21 3.22 -0.30
C6 1.68 2.82 2.11
H1 1.83 3.63 -1.24
H2 2.54 2.19 -0.47
H3 3.06 3.84 0.04
H4 0.90 2.75 2.87
H5 2.43 3.56 2.43
H6 2.17 1.84 2.03
C7 0.82 -3.34 1.32
C8 0.56 -4.68 0.63
C9 0.56 -3.39 2.83
C10 2.22 -2.82 1.09
H7 2.38 -2.64 0.02
H8 2.95 -3.57 1.45
H9 2.38 -1.88 1.62
H10 -0.47 -3.74 3.01
H11 0.70 -2.41 3.29
H12 1.26 -4.10 3.28
O1 -0.56 -4.43 -0.31
H13 0.24 -5.48 1.31
H14 1.41 -5.02 0.01
O2 -0.83 4.39 0.00
H15 0.96 5.42 0.28
H16 0.11 4.90 1.80
C11 -2.10 2.43 -0.92
C12 -1.99 -2.55 -1.06
C13 -1.68 -1.28 -1.85
H17 -2.77 -2.22 -0.34
H18 -2.34 -3.35 -1.71
C14 -2.05 -0.05 -1.39
C15 -1.74 1.22 -1.78
H19 -2.17 -0.23 2.08
C16 -1.10 1.25 -3.05
C17 -0.83 0.04 -3.72
C18 -0.83 2.59 -3.63
C19 -1.04 -1.22 -3.12
H20 -0.43 0.08 -4.76
C20 -0.69 -2.51 -3.76
H21 -0.34 -2.42 -4.79
H22 -1.53 -3.20 -3.77
H23 0.10 -3.05 -3.22
H24 -1.67 3.28 -3.50
H25 -0.61 2.57 -4.70
H26 0.02 3.10 -3.16
H27 -2.58 3.21 -1.52
H28 -2.78 2.03 -0.14
O3 -1.14 -0.45 5.05
Cl2 -0.06 0.33 4.59
O4 -0.10 1.68 5.08
O5 1.23 -0.33 4.86
O6 -0.12 0.47 3.06


Entry 2:
Density functional theory data (ωB97M-V/def2-TZVPD) for a 4-piece molecular cluster, C42H103F3N12O5P3S2Si overall.

The total charge is +1. The largest force on an atom is 6.60 eV Å⁻¹. The value obtained for the highest occupied orbital energy is -8.921 eV. The value obtained for the orbital gap is 6.104 eV. For the total energy, the calculation gives -138899.72929 eV.

Geometry (Å):
C1 -0.50 -5.78 1.21
C2 0.97 -5.56 0.86
C3 1.46 -4.13 1.09
C4 1.51 -3.26 -0.19
C5 2.55 -3.75 -1.18
N1 2.37 -3.29 -2.57
C6 1.61 -4.17 -3.47
C7 0.26 -4.67 -2.94
C8 -0.89 -3.72 -3.21
F1 -0.77 -2.54 -2.58
F2 -2.02 -4.29 -2.73
F3 -1.04 -3.54 -4.53
C9 2.92 -2.19 -2.99
N2 2.79 -1.82 -4.34
C10 2.22 -0.47 -4.52
C11 0.82 -0.32 -3.98
C12 0.42 1.16 -4.06
C13 -0.89 1.46 -3.33
C14 -0.78 1.29 -1.82
C15 -2.15 0.99 -1.14
O1 -2.03 -0.10 -0.25
C16 -1.31 0.25 0.93
C17 4.11 -1.98 -4.96
C18 5.29 -1.70 -4.00
S1 6.03 -3.29 -3.45
S2 6.56 -0.71 -4.88
C19 4.88 -0.86 -2.77
N3 3.67 -1.41 -2.12
C20 2.90 -0.40 -1.37
C21 3.46 -0.10 0.00
O2 4.84 0.22 -0.03
Si1 5.23 1.86 -0.13
C22 5.31 2.74 1.52
C23 4.11 2.86 -1.26
C24 6.95 1.93 -0.90
H1 -1.19 -5.07 0.74
H2 -0.64 -5.84 2.29
H3 -0.79 -6.77 0.84
H4 1.14 -5.95 -0.15
H5 1.55 -6.21 1.51
H6 2.40 -4.07 1.65
H7 0.71 -3.64 1.71
H8 1.69 -2.24 0.16
H9 0.50 -3.27 -0.59
H10 3.57 -3.58 -0.84
H11 2.46 -4.84 -1.23
H12 2.23 -5.06 -3.61
H13 1.47 -3.75 -4.45
H14 0.26 -5.00 -1.91
H15 0.03 -5.56 -3.54
H16 2.89 0.31 -4.13
H17 2.19 -0.29 -5.59
H18 0.72 -0.59 -2.94
H19 0.09 -0.90 -4.54
H20 0.46 1.54 -5.08
H21 1.21 1.71 -3.52
H22 -1.70 0.89 -3.78
H23 -1.12 2.51 -3.52
H24 -0.40 2.21 -1.37
H25 -0.11 0.48 -1.52
H26 -2.54 1.87 -0.63
H27 -2.85 0.68 -1.92
H28 -1.00 1.30 0.94
H29 -0.39 -0.34 0.97
H30 -1.91 0.06 1.82
H31 4.17 -1.41 -5.88
H32 4.21 -3.03 -5.27
H33 6.47 -3.00 -2.21
H34 7.15 -1.69 -5.60
H35 4.74 0.17 -3.09
H36 5.69 -0.91 -2.05
H37 2.90 0.52 -1.97
H38 1.85 -0.66 -1.26
H39 2.89 0.75 0.41
H40 3.32 -0.92 0.70
H41 4.31 3.04 1.83
H42 5.81 2.15 2.28
H43 5.85 3.67 1.36
H44 4.39 3.91 -1.20
H45 4.24 2.56 -2.30
H46 3.04 2.77 -1.05
H47 7.28 0.94 -1.24
H48 6.94 2.55 -1.80
H49 7.68 2.36 -0.22
O3 -3.37 1.02 4.12
P1 -4.66 1.15 4.91
N4 -5.30 -0.44 4.68
C25 -6.30 -0.89 3.74
C26 -4.54 -1.52 5.28
N5 -5.36 2.45 4.01
C27 -6.55 2.37 3.18
C28 -4.38 3.32 3.36
N6 -5.74 1.48 6.27
C29 -5.06 1.50 7.58
C30 -7.06 0.92 6.42
H50 -7.00 -1.57 4.24
H51 -5.85 -1.43 2.89
H52 -6.91 -0.09 3.33
H53 -4.91 -1.74 6.29
H54 -3.48 -1.28 5.35
H55 -4.62 -2.44 4.69
H56 -6.48 1.60 2.41
H57 -6.72 3.32 2.67
H58 -7.46 2.22 3.78
H59 -4.04 2.92 2.39
H60 -3.51 3.48 3.99
H61 -4.83 4.30 3.18
H62 -4.86 0.49 7.95
H63 -5.66 2.03 8.32
H64 -4.11 2.02 7.49
H65 -7.05 -0.10 6.83
H66 -7.63 0.89 5.49
H67 -7.63 1.55 7.11
O4 -11.13 -3.16 4.33
P2 -11.67 -3.05 2.93
N7 -11.06 -4.53 2.26
C31 -9.89 -4.76 1.46
C32 -11.61 -5.75 2.84
N8 -10.88 -1.57 2.49
C33 -9.85 -1.41 1.49
C34 -10.58 -0.69 3.62
N9 -12.84 -2.84 1.61
C35 -14.23 -3.08 2.02
C36 -12.64 -3.31 0.26
H68 -10.13 -5.45 0.64
H69 -9.06 -5.19 2.04
H70 -9.51 -3.85 0.98
H71 -12.49 -6.09 2.27
H72 -11.92 -5.60 3.87
H73 -10.88 -6.55 2.84
H74 -8.98 -2.06 1.68
H75 -9.47 -0.39 1.48
H76 -10.21 -1.57 0.47
H77 -9.64 -0.98 4.12
H78 -11.38 -0.70 4.35
H79 -10.49 0.34 3.28
H80 -14.46 -4.15 2.09
H81 -14.93 -2.62 1.31
H82 -14.42 -2.63 3.00
H83 -12.87 -4.37 0.13
H84 -11.63 -3.14 -0.11
H85 -13.30 -2.74 -0.40
O5 8.95 5.72 -1.02
P3 10.36 5.93 -1.53
N10 10.06 5.41 -3.16
C37 10.27 4.12 -3.77
C38 9.21 6.29 -3.95
N11 11.15 4.85 -0.44
C39 11.74 3.56 -0.78
C40 10.50 4.74 0.87
N12 11.94 6.61 -2.02
C41 11.96 8.08 -2.06
C42 12.77 6.08 -3.08
H86 10.72 4.24 -4.76
H87 9.32 3.56 -3.88
H88 10.95 3.49 -3.20
H89 9.81 7.02 -4.51
H90 8.51 6.84 -3.32
H91 8.61 5.72 -4.67
H92 11.02 2.89 -1.26
H93 12.09 3.06 0.12
H94 12.63 3.67 -1.40
H95 9.66 4.03 0.86
H96 10.12 5.70 1.20
H97 11.22 4.40 1.61
H98 11.48 8.47 -2.97
H99 12.98 8.45 -2.02
H100 11.42 8.48 -1.20
H101 12.45 6.41 -4.08
H102 12.81 5.00 -3.09
H103 13.79 6.43 -2.91


Entry 3:
Density functional theory data (ωB97M-V/def2-TZVPD) for CHLi2O2 as an isolated structure.

The expectation value of S² is 0.750. The largest force on an atom is 5.60 eV Å⁻¹. The multiplicity is 2. Its energy relative to the best compared isomer or geometry (same formula, charge and spin) is 75.01 kcal/mol. The value obtained for the highest occupied orbital energy (spin up / spin down) is -6.814 / -7.971 eV. The value obtained for the orbital gap (spin up / spin down) is 6.188 / 6.694 eV. For the total energy, the calculation gives -5553.31751 eV.

Geometry (Å):
O1 0.66 -1.50 -1.45
C1 1.13 -2.72 -2.66
O2 1.41 -2.50 -3.79
Li1 -1.26 0.12 1.11
Li2 0.18 -0.26 0.02
H1 1.03 -3.57 -1.99


Entry 4:
Density functional theory data (ωB97M-V/def2-TZVPD) for a single C27H32N4O5S molecule.

The largest force on an atom is 1.62 eV Å⁻¹. Its energy relative to the best compared isomer or geometry (same formula, charge and spin) is 32.34 kcal/mol. The value obtained for the highest occupied orbital energy is -8.557 eV. The value obtained for the orbital gap is 9.166 eV. For the total energy, the calculation gives -55551.87578 eV. As for the structure (SMILES): CCOc1ccc(N(CC(=O)NC2CCCCC2)C(=O)CSc2nnc(COc3ccccc3)o2)cc1.

Geometry (Å):
C1 3.91 -1.66 3.84
C2 4.13 -1.61 2.33
O1 4.05 -0.29 1.81
C3 2.83 0.31 1.70
C4 2.86 1.66 1.34
C5 1.69 2.37 1.14
C6 0.47 1.73 1.30
N1 -0.75 2.45 1.13
C7 -1.54 2.67 2.34
C8 -2.59 1.57 2.52
O2 -2.46 0.68 3.35
N2 -3.62 1.68 1.67
C9 -4.66 0.68 1.54
C10 -6.03 1.34 1.57
C11 -7.13 0.30 1.41
C12 -6.95 -0.48 0.11
C13 -5.58 -1.14 0.07
C14 -4.48 -0.10 0.23
C15 -1.26 2.84 -0.05
O3 -2.33 3.42 -0.14
C16 -0.46 2.53 -1.31
S1 -0.14 0.74 -1.52
C17 1.57 0.80 -1.60
N3 2.32 1.84 -1.81
N4 3.60 1.41 -1.78
C18 3.57 0.14 -1.56
C19 4.74 -0.77 -1.40
O4 4.46 -2.10 -1.76
C20 4.12 -2.37 -3.06
C21 4.09 -1.43 -4.08
C22 3.73 -1.82 -5.36
C23 3.42 -3.14 -5.63
C24 3.46 -4.08 -4.61
C25 3.81 -3.70 -3.33
O5 2.30 -0.33 -1.44
C26 0.43 0.40 1.69
C27 1.60 -0.31 1.88
H1 4.04 -2.68 4.19
H2 4.62 -1.01 4.34
H3 2.90 -1.33 4.10
H4 5.16 -1.92 2.10
H5 3.45 -2.28 1.80
H6 3.82 2.14 1.20
H7 1.73 3.41 0.86
H8 -0.86 2.67 3.19
H9 -2.03 3.64 2.25
H10 -3.59 2.42 0.98
H11 -4.55 0.00 2.39
H12 -6.16 1.88 2.51
H13 -6.10 2.07 0.76
H14 -8.11 0.78 1.42
H15 -7.09 -0.40 2.25
H16 -7.73 -1.23 0.01
H17 -7.04 0.21 -0.74
H18 -5.45 -1.68 -0.87
H19 -5.51 -1.87 0.89
H20 -3.50 -0.58 0.22
H21 -4.51 0.60 -0.61
H22 -1.04 2.87 -2.16
H23 0.52 3.01 -1.31
H24 5.58 -0.35 -1.96
H25 5.01 -0.80 -0.34
H26 4.33 -0.39 -3.90
H27 3.70 -1.08 -6.15
H28 3.14 -3.44 -6.63
H29 3.21 -5.11 -4.81
H30 3.85 -4.41 -2.53
H31 -0.52 -0.09 1.84
H32 1.53 -1.35 2.16


Entry 5:
Density functional theory data (ωB97M-V/def2-TZVPD) for C18H42Be2ClN3O6 as an isolated structure.

The total charge is +4. The largest force on an atom is 3.97 eV Å⁻¹. Its energy relative to the best compared isomer or geometry (same formula, charge and spin) is 61.51 kcal/mol. The value obtained for the highest occupied orbital energy is -17.239 eV. The value obtained for the orbital gap is 1.845 eV. For the total energy, the calculation gives -49364.89318 eV.

Geometry (Å):
Be1 2.22 3.33 1.25
Be2 1.87 2.83 -4.80
N1 -3.30 2.46 0.16
H1 -3.84 3.31 0.11
H2 -2.83 2.26 1.04
H3 -2.57 2.44 -0.54
H4 -3.88 1.64 0.05
Cl1 0.46 0.86 -1.45
O1 0.75 -0.51 -1.69
O2 0.66 1.64 -2.60
O3 -0.90 0.97 -1.06
O4 1.25 1.35 -0.35
C1 3.37 4.19 4.58
C2 4.00 2.82 4.73
C3 3.17 2.02 5.71
C4 3.49 0.54 5.72
C5 3.24 -0.04 4.30
C6 4.14 0.65 3.21
N2 3.95 2.13 3.39
O5 4.53 2.94 2.45
C7 5.56 0.07 3.31
C8 3.45 0.25 1.90
C9 5.42 2.95 5.22
H5 3.26 4.64 5.57
H6 2.33 4.16 4.28
H7 3.90 4.90 3.94
H8 3.21 2.45 6.71
H9 2.11 2.14 5.47
H10 2.70 0.06 6.30
H11 4.36 0.26 6.31
H12 2.18 0.01 4.07
H13 3.34 -1.12 4.43
H14 5.66 -0.92 2.85
H15 6.35 0.70 2.90
H16 5.91 0.16 4.33
H17 3.98 0.54 0.99
H18 3.39 -0.83 1.87
H19 2.41 0.58 1.89
H20 5.85 3.85 4.77
H21 6.15 2.16 5.05
H22 5.48 3.11 6.30
H23 5.46 2.79 2.60
C10 -4.95 -4.11 -3.99
C11 -3.72 -3.51 -3.27
C12 -2.49 -3.72 -4.17
C13 -2.56 -2.87 -5.46
C14 -2.71 -1.37 -5.03
C15 -3.89 -1.08 -4.02
N3 -3.94 -2.08 -3.00
O6 -4.75 -1.82 -1.86
C16 -3.64 0.33 -3.32
C17 -5.29 -1.01 -4.74
C18 -3.39 -4.25 -2.10
H24 -4.80 -5.09 -4.44
H25 -5.78 -4.19 -3.27
H26 -5.35 -3.54 -4.83
H27 -1.58 -3.51 -3.62
H28 -2.48 -4.72 -4.59
H29 -1.69 -2.98 -6.11
H30 -3.40 -3.17 -6.08
H31 -2.95 -0.95 -6.01
H32 -1.77 -0.92 -4.73
H33 -2.67 0.14 -2.86
H34 -4.29 0.57 -2.48
H35 -3.51 1.17 -4.00
H36 -5.94 -1.62 -4.11
H37 -5.19 -1.46 -5.73
H38 -5.60 0.02 -4.86
H39 -4.22 -4.50 -1.43
H40 -2.93 -5.23 -2.27
H41 -2.79 -3.57 -1.50
H42 -3.93 -1.69 -1.38


Entry 6:
Density functional theory data (ωB97M-V/def2-TZVPD) for C15H27FN3SSiZn as an isolated structure.

The total charge is +1. The largest force on an atom is 0.61 eV Å⁻¹. The value obtained for the highest occupied orbital energy is -10.260 eV. The value obtained for the orbital gap is 7.855 eV. For the total energy, the calculation gives -90309.21577 eV.

Geometry (Å):
Zn1 -0.59 -0.10 0.11
C1 -3.08 1.61 0.03
C2 -2.07 2.32 -0.87
N1 -1.08 1.38 -1.42
C3 -1.43 0.71 -2.68
C4 -2.49 -0.38 -2.53
S1 -2.11 -1.58 -1.21
C5 -3.51 -1.42 -0.05
C6 -3.25 -0.57 1.20
N2 -2.42 0.62 0.93
H1 -3.81 1.08 -0.57
H2 -3.63 2.35 0.61
H3 -1.53 3.06 -0.28
H4 -2.60 2.85 -1.66
H5 -0.21 1.88 -1.57
H6 -0.52 0.26 -3.08
H7 -1.80 1.43 -3.42
H8 -2.53 -0.95 -3.45
H9 -3.49 0.02 -2.36
H10 -3.73 -2.44 0.26
H11 -4.36 -1.08 -0.63
H12 -2.73 -1.17 1.94
H13 -4.22 -0.30 1.62
H14 -2.22 1.06 1.82
C7 3.25 1.53 -0.99
Si1 2.29 1.21 0.57
C8 3.41 1.10 2.03
C9 1.13 2.67 0.83
N3 1.27 -0.20 0.44
C10 1.75 -1.51 0.58
C11 3.06 -1.94 0.34
C12 3.44 -3.26 0.51
C13 2.53 -4.23 0.92
C14 1.22 -3.84 1.17
C15 0.89 -2.53 1.00
F1 -0.42 -2.15 1.27
H15 3.63 2.56 -1.01
H16 2.62 1.38 -1.88
H17 4.11 0.86 -1.09
H18 4.13 1.94 2.02
H19 3.99 0.17 2.05
H20 2.83 1.16 2.96
H21 1.61 3.41 1.49
H22 0.19 2.38 1.31
H23 0.90 3.21 -0.11
H24 3.80 -1.21 0.01
H25 4.47 -3.54 0.32
H26 2.83 -5.26 1.04
H27 0.47 -4.55 1.50


Entry 7:
Density functional theory data (ωB97M-V/def2-TZVPD) for a 2-piece molecular cluster, C4H10N2O overall.

The largest force on an atom is 3.38 eV Å⁻¹. Its energy relative to the best compared isomer or geometry (same formula, charge and spin) is 108.89 kcal/mol. The value obtained for the highest occupied orbital energy is -7.814 eV. The value obtained for the orbital gap is 8.879 eV. For the total energy, the calculation gives -9334.26542 eV.

Geometry (Å):
C1 3.07 -0.32 0.11
C2 -2.57 0.74 -0.04
C3 -2.58 -0.77 0.02
C4 1.19 1.07 -0.35
N1 0.76 -1.03 0.45
N2 1.72 -0.24 0.10
O1 -1.87 1.52 0.54
H1 3.57 -1.08 0.71
H2 3.60 0.47 -0.30
H3 -3.23 1.09 -0.83
H4 -2.85 -1.21 0.95
H5 -1.61 -1.25 -0.33
H6 -3.37 -1.24 -0.54
H7 1.02 1.65 0.63
H8 1.87 1.62 -1.00
H9 0.20 1.00 -0.83
H10 1.07 -2.01 0.71